Here is a molecular structure, C35H31BrCl2FeN4O3SSe from the OMol25 dataset. Energies are from ωB97M-V with the def2-TZVPD basis set.

Structure (XYZ):
```
79
C35H31BrCl2FeN4O3SSe (ωB97M-V with the def2-TZVPD basis set)
Br 0.6419 -1.8180 6.4426
Se 2.6293 -1.1144 -0.9484
Fe 0.1423 -1.4558 -0.7526
Cl -4.2311 -3.5667 -1.1188
Cl -1.2711 -3.6874 -1.0307
S -0.1953 0.1091 -3.4368
O -0.5486 -0.2944 0.8595
O -0.8192 -0.5236 -2.1461
O 0.5261 -2.6082 1.2905
N 3.1704 -0.3690 1.8061
N 2.1677 1.1891 0.6771
N -1.3565 2.6004 3.7852
N -1.6821 2.0331 1.7244
C 3.9293 -1.5628 2.1519
C -2.7602 4.1953 0.9324
C 1.9226 2.8901 2.5505
C -3.6500 -0.5600 -5.3983
C 0.5617 -2.2487 3.6648
C 0.2879 -1.8718 2.3751
C -0.3119 -0.5838 2.0618
C -3.1207 5.4346 1.4144
C -2.8485 -4.4873 -1.5918
C 2.2959 1.6868 1.9672
C 3.2272 0.8304 4.0415
C 2.9349 0.6858 2.6923
C -2.1646 3.3326 1.8472
C 0.3629 -2.5064 -4.1396
C 2.0293 -0.8131 -4.6490
C 2.2084 3.0351 3.8972
C -1.5725 0.2125 -4.5320
C 0.8002 -1.1843 -4.1235
C 2.8428 -1.7897 -5.2097
C -1.5157 1.2302 -5.4753
C -3.6011 0.4404 -6.3644
C 2.8438 2.0229 4.6319
C -2.6289 -0.6863 -4.4726
C 2.4233 -3.1111 -5.2249
C -0.6093 0.3049 3.1600
C 1.1890 -3.4710 -4.6872
C -1.2008 1.6146 2.8962
C -2.3171 4.9500 3.6625
C -2.9021 5.8057 2.7552
C 2.6799 -0.0513 0.5988
C -1.9523 3.6995 3.1740
C 0.2657 -1.3511 4.6930
C -0.3204 -0.0919 4.4397
C -2.5406 1.3337 -6.4047
C 1.0743 -3.9385 1.4742
H -0.5485 0.5326 5.2930
H -1.6673 1.4524 0.8979
H -4.4888 -1.2425 -5.3713
H -2.8212 -5.4543 -1.1074
H 3.9361 -2.2349 1.2987
H -2.1624 5.2339 4.6945
H 2.3484 0.2219 -4.6196
H -2.6654 -1.4471 -3.7029
H -1.0512 2.5679 4.7453
H 1.4632 3.6869 1.9787
H 3.7473 0.0662 4.6034
H 4.9536 -1.2855 2.3957
H -2.5123 2.1151 -7.1515
H 3.0553 -3.8707 -5.6658
H 0.9830 -3.2167 3.9022
H -2.7551 -4.5445 -2.6679
H 0.8676 -4.5036 -4.7206
H -4.4025 0.5260 -7.0860
H -2.9405 3.9104 -0.0951
H -3.2099 6.7898 3.0810
H 0.3433 -4.5593 1.9897
H -3.5909 6.1441 0.7475
H 3.8004 -1.5169 -5.6316
H 1.2621 -4.3224 0.4780
H 2.0055 -3.8820 2.0339
H 1.9695 3.9688 4.3897
H 1.7947 1.6679 -0.1268
H 3.0720 2.1926 5.6751
H -0.6115 -2.7671 -3.7442
H -0.6855 1.9267 -5.4914
H 3.4748 -2.0456 3.0170
```

Properties
* expectation value of S²: 8.785
* total charge: +3
* E_LUMO (alpha / beta): -8.32 / -10.85 eV
* HOMO level (alpha / beta): -15.92 / -15.92 eV
* spin multiplicity: 6
* Kohn-Sham gap (alpha / beta): 7.61 / 5.07 eV
* relative energy (zero: lowest compared OMol25 entry of this formula, charge and spin): 20.3 kJ/mol

Atomic partial charges in e from the Mulliken method, atoms 1 to 5: atom 1 (Br): 0.00, atom 2 (Se): -0.24, atom 3 (Fe): 1.07, atom 4 (Cl): -0.08, atom 5 (Cl): -0.10



Here is C5H6S in the gas phase at a distorted geometry from the OMol25 dataset. Energies are from ωB97M-V with the def2-TZVPD basis set.

Structure (XYZ):
```
12
C5H6S (ωB97M-V with the def2-TZVPD basis set)
S 0.2625 -0.8207 -0.2564
C 2.8683 -0.1765 -0.2054
C -3.4145 -0.5548 0.1384
C -2.3470 -0.0938 -0.1463
C 1.7028 -0.2332 0.5049
C -1.0480 0.5929 -0.2893
H -0.9730 1.0966 -1.2189
H 1.5724 -0.0592 1.5942
H -0.9180 1.3021 0.5234
H 3.7039 0.3756 0.2940
H -4.3897 -0.9734 0.3472
H 2.9804 -0.4555 -1.2860
```

Properties
* E_LUMO: 0.78 eV
* HOMO level: -8.67 eV
* Kohn-Sham gap: 9.45 eV
* relative energy (zero: lowest compared OMol25 entry of this formula, charge and spin): 233.6 kJ/mol
* SMILES: C#CCSC=C

Atomic partial charges in e from the natural (NBO) method, atoms 1 to 5: atom 1 (S): 0.19, atom 2 (C): -0.36, atom 3 (C): -0.23, atom 4 (C): -0.02, atom 5 (C): -0.40



Here is a molecular structure, C21H31N4NdOSSe at a distorted geometry from the OMol25 dataset. Energies are from ωB97M-V with the def2-TZVPD basis set.

Structure (XYZ):
```
60
C21H31N4NdOSSe (ωB97M-V with the def2-TZVPD basis set)
Nd 10.0501 -11.1687 9.9981
Se 8.4809 -8.9871 9.9238
S 8.2923 -13.2130 7.6432
O 8.8529 -12.7407 9.0237
N 11.9775 -12.7524 9.8395
N 10.8040 -11.8111 14.4030
N 9.9336 -11.4467 12.4187
N 12.4168 -11.6505 9.0080
C 10.5654 -9.0889 7.8641
C 10.6868 -10.9481 13.3951
C 10.0816 -8.9031 5.5195
C 9.2540 -8.9126 8.1094
C 8.7132 -8.7489 5.7419
C 9.9965 -14.2274 14.7414
C 8.8859 -15.0097 12.7811
C 8.6497 -15.0044 7.9298
C 7.3690 -15.6992 8.4856
C 14.0858 -10.4914 10.1237
C 14.7489 -12.6255 8.8630
C 13.8964 -11.3600 8.9046
C 10.1389 -12.9795 14.0863
C 10.9983 -9.1317 6.5012
C 14.2213 -10.4829 7.6371
C 9.4960 -12.7015 12.8741
C 9.3362 -15.2312 14.1215
C 6.4651 -13.3422 8.0133
C 8.8531 -13.7764 12.1842
C 6.2659 -14.6731 8.7540
C 8.2715 -8.8073 7.0746
H 12.0648 -11.6876 8.0479
H 8.5359 -13.6664 11.1031
H 7.0699 -16.4594 7.7809
H 15.3083 -10.2333 7.7075
H 8.3853 -15.8622 12.2582
H 11.8055 -13.5817 9.3324
H 11.1778 -11.5448 15.3313
H 15.0792 -10.0107 10.0632
H 6.2196 -12.4309 8.4995
H 7.2140 -8.7511 7.3355
H 7.6423 -16.2136 9.4138
H 10.9853 -9.9046 13.4258
H 6.0101 -13.2721 7.0202
H 5.2784 -15.0301 8.3283
H 6.1645 -14.4872 9.8129
H 15.7314 -12.3963 8.4355
H 12.0587 -9.3917 6.1920
H 10.3561 -14.3635 15.7634
H 14.2433 -13.4516 8.2476
H 9.1629 -16.2741 14.5412
H 10.5829 -8.9461 4.4609
H 12.7887 -12.9993 10.3817
H 9.0139 -15.5450 7.0306
H 9.4652 -15.0123 8.6391
H 14.1187 -11.0334 6.6218
H 13.3286 -9.6580 10.0774
H 13.5637 -9.6055 7.5981
H 8.0571 -8.6271 4.8582
H 11.2275 -8.8677 8.7069
H 13.9039 -11.0087 11.0380
H 14.9530 -12.9626 9.8755
```

Properties
* expectation value of S²: 3.754
* total charge: +2
* E_LUMO (alpha / beta): -5.34 / -5.22 eV
* HOMO level (alpha / beta): -13.23 / -13.27 eV
* spin multiplicity: 4
* Kohn-Sham gap (alpha / beta): 7.89 / 8.05 eV
* relative energy (zero: lowest compared OMol25 entry of this formula, charge and spin): 62.8 kJ/mol

Atomic partial charges in e from the natural (NBO) method, atoms 1 to 5: atom 1 (Nd): 1.82, atom 2 (Se): -0.24, atom 3 (S): 1.20, atom 4 (O): -1.07, atom 5 (N): -0.71



Here is a molecular structure, C49H49N9O8PbS2 at a distorted geometry from the OMol25 dataset. Energies are from ωB97M-V with the def2-TZVPD basis set.

Structure (XYZ):
```
118
C49H49N9O8PbS2 (ωB97M-V with the def2-TZVPD basis set)
Pb 8.3017 -7.4970 20.4541
S 7.3075 -3.7117 20.5860
S 8.3831 -7.3275 16.9759
O 11.6452 -9.5877 17.9599
O 6.0204 -5.8610 21.6694
O 3.3619 -1.9227 19.1927
O 6.5184 -4.0533 16.3600
O 10.0886 -8.6120 22.2082
O 6.0824 -11.1364 19.4299
O 7.5871 -9.5571 19.9230
O 9.9766 -5.1211 20.4937
N 5.7899 -5.0991 18.2303
N 10.6775 -8.7393 19.9099
N 11.7804 -10.0481 21.4304
N 3.8033 -3.6772 20.9948
N 9.2498 -4.1415 22.5425
N 10.6671 -6.4465 15.9181
N 5.5729 -7.6395 19.4646
N 9.8165 -5.0326 17.3396
N 7.5941 -2.7746 23.3157
C 12.4904 -5.6190 21.6710
C 11.3561 -5.2547 22.4093
C 9.8562 -13.3925 19.7183
C 5.0770 -5.2293 19.4616
C 15.8123 -8.9509 19.5962
C 6.2709 -1.3489 18.0037
C 13.6322 -6.0421 22.3504
C 6.5778 -0.7577 22.2549
C 3.1592 -4.6963 15.8022
C 9.5991 -1.4876 24.1769
C 8.1145 -3.5708 22.3039
C 5.6848 -4.1028 17.2634
C 6.3863 -9.9586 19.6779
C 10.9028 -7.6962 15.1640
C 10.8309 -9.0777 21.2670
C 2.9524 -8.4773 19.7251
C 12.5332 -5.7466 24.4602
C 9.6468 -6.2743 16.8037
C 11.4935 -9.5675 19.1822
C 2.2031 -6.2078 19.4398
C 6.3949 -2.0068 23.1218
C 10.0980 -4.8055 21.7160
C 11.9876 -14.2839 19.0856
C 11.4084 -5.2826 23.8055
C 13.6830 -6.1062 23.7408
C 3.2780 -7.1030 19.6236
C 5.2795 -8.9029 19.5921
C 3.7595 -4.2476 19.6734
C 14.7095 -11.2283 20.8141
C 8.4115 -2.4056 24.5001
C 11.4227 -5.2637 15.8823
C 16.0702 -10.9574 20.9304
C 5.1458 -1.6964 17.0691
C 2.4298 -4.8894 19.3191
C 6.0635 -5.0910 20.7366
C 3.4531 -3.2597 16.2562
C 10.6095 -14.4502 19.2330
C 10.8685 -4.3901 16.7427
C 16.6217 -9.7900 20.3441
C 14.4371 -9.2461 19.4403
C 4.5233 -3.0745 17.3494
C 10.4323 -12.1824 20.0291
C 4.6010 -6.7063 19.4631
C 13.8367 -10.3567 20.0937
C 12.5915 -13.0619 19.3701
C 3.8226 -2.9568 18.7235
C 3.9461 -9.4065 19.7008
C 11.8231 -11.9930 19.9034
C 12.3164 -10.5362 20.1339
H 4.3148 -0.9297 17.0557
H 12.4967 -5.4519 20.5789
H 2.8452 -5.3504 16.6274
H 10.0954 -7.9561 14.4713
H 7.2426 -0.9932 21.4139
H 14.5210 -6.2891 21.7586
H 11.1448 -3.3666 17.0093
H 10.1558 -15.3713 18.8781
H 13.6782 -12.9545 19.2214
H 5.6512 -2.6828 22.6947
H 5.6025 -0.4817 21.8160
H 3.7937 -2.6732 15.3562
H 1.9225 -8.8045 19.8122
H 9.7449 -11.3794 20.3365
H 13.8124 -8.5939 18.8384
H 8.7674 -3.3094 24.9794
H 3.7907 -10.4723 19.7698
H 16.2685 -8.0463 19.1737
H 7.0031 0.0838 22.8144
H 5.5785 -1.7073 16.0188
H 8.8133 -13.5227 19.8752
H 7.0497 -2.1328 18.0234
H 12.5784 -15.1451 18.7559
H 11.8647 -7.5814 14.6293
H 6.7971 -0.4413 17.6903
H 10.2208 -2.0246 23.4327
H 5.9197 -1.1469 19.0166
H 14.6043 -6.4166 24.2488
H 6.4211 -5.8528 17.9694
H 6.0380 -1.6762 24.1401
H 9.3145 -4.6636 18.1748
H 14.2717 -12.1109 21.3356
H 17.6722 -9.5425 20.4963
H 12.5209 -5.8232 25.5445
H 2.5238 -2.8262 16.6246
H 2.3415 -4.6979 15.0691
H 10.1224 -1.2628 25.0987
H 7.7163 -1.9417 25.2196
H 1.1859 -6.6271 19.3598
H 16.7055 -11.6255 21.4956
H 11.0016 -8.4915 15.9260
H 10.5576 -4.9529 24.3692
H 12.2588 -5.0960 15.2258
H 12.1254 -10.3278 22.3509
H 3.4261 -2.7088 21.0239
H 1.6655 -4.1676 19.0404
H 3.3732 -4.2745 21.6905
H 4.0568 -5.1552 15.3376
H 9.2488 -0.5504 23.7212
```

Properties
* E_LUMO: -0.85 eV
* HOMO level: -7.49 eV
* Kohn-Sham gap: 6.65 eV
* relative energy (zero: lowest compared OMol25 entry of this formula, charge and spin): 218.9 kJ/mol

Atomic partial charges in e from the Mulliken method, atoms 1 to 5: atom 1 (Pb): 1.49, atom 2 (S): 0.38, atom 3 (S): -0.35, atom 4 (O): -0.81, atom 5 (O): -0.66



Question: Look up the relative energy (zero: lowest compared OMol25 entry of this formula, charge and spin) of the second one.
Answer: 233.6 kJ/mol